Computed, not measured: C10H8ClNO in the gas phase at a distorted geometry, with ωB97M-V/def2-TZVPD.

XYZ file:
```
21
Properties=species:S:1:pos:R:3:forces:R:3
C 3.4745 -0.9282 -0.5121 -3.8 0.9 -0.2
C 2.5397 0.2758 -0.2559 1.9 -1.2 1.4
Cl 2.9146 1.2505 1.1137 0.6 0.9 0.6
C 1.2861 0.2600 -0.5460 -0.7 -0.1 -1.3
N 0.2997 0.3512 -1.2231 -1.2 1.2 -0.4
C -1.0722 -0.0881 -0.9808 0.9 0.5 2.4
C -1.9610 1.1319 -1.0098 0.4 1.4 -0.8
C -2.2605 1.7250 0.1884 -1.4 2.5 -2.4
C -1.9375 1.2057 1.4636 0.2 -4.3 -0.3
C -1.5623 -0.1203 1.5720 1.7 0.6 -1.2
C -1.2466 -0.9220 0.3115 -0.7 4.8 1.5
C -0.9874 -2.1700 0.2322 -0.7 -1.0 -0.3
O -0.9547 -3.2884 -0.0040 0.7 -1.8 0.0
H 3.7419 -0.9023 -1.5390 0.2 -0.7 -0.9
H 2.8634 -1.7547 -0.1311 0.6 -0.5 -0.8
H 4.2802 -0.8303 0.0949 2.6 0.3 1.7
H -1.1572 -0.7226 -1.7695 -1.2 -1.8 -2.5
H -2.0146 1.6243 -2.1013 -0.3 -1.0 2.9
H -2.8158 2.7537 0.2533 1.1 -2.0 -0.6
H -2.2918 1.6547 2.3377 0.0 1.1 1.2
H -1.1386 -0.5059 2.5054 -0.8 -0.1 -0.1
```
Positions in Å, forces in eV/Å.

Highest occupied orbital energy in Ha: -0.2963
Kohn-Sham gap in eV: 8.1
Energy relative to the best compared isomer or geometry (same formula, charge and spin) in eV: 4.213
Maximum force in eV Å⁻¹: 5.10
SMILES string: CC(Cl)=C=N[C@@H]1C=CC=CC1=C=O
LUMO energy in eV: 0.0161
Total energy in eV: -26554.772
Spin multiplicity: 1